Record 1
C17H23ClO4 | ωB97M-V/def2-TZVPD

Each line ends with the Löwdin charge.
Cartesian coordinates (Å):
C: -3.202 0.304 -0.292  -0.0549
C: -3.500 1.131 -1.534  -0.1978
O: -2.452 2.074 -1.787  0.0131
C: -1.375 1.616 -2.415  -0.4063
O: -1.243 0.481 -2.798  0.1261
C: -0.310 2.678 -2.598  -0.3536
C: 1.077 2.097 -2.784  -0.0980
C: 1.558 1.508 -1.457  -0.1848
C: 2.827 0.664 -1.566  -0.1934
C: 2.724 -0.538 -2.508  -0.2016
C: 1.528 -1.464 -2.271  -0.1571
C: 1.475 -2.079 -0.874  -0.1893
O: 0.842 -1.161 0.001  -0.0666
C: 0.648 -1.497 1.297  -0.2670
C: 1.031 -2.701 1.882  -0.0136
C: 0.775 -2.936 3.223  -0.1040
C: 0.139 -1.974 3.985  -0.6877
Cl: -0.180 -2.274 5.659  0.6562
C: -0.247 -0.768 3.418  -0.1030
C: 0.009 -0.534 2.084  -0.0025
C: -0.498 4.012 -2.009  -0.0716
O: -0.690 3.784 -3.373  0.0365
H: -2.297 -0.281 -0.439  0.0688
H: -3.065 0.954 0.570  0.0779
H: -4.029 -0.371 -0.097  0.0802
H: -3.608 0.480 -2.408  0.1238
H: -4.399 1.736 -1.404  0.1250
H: 1.016 1.319 -3.545  0.1165
H: 1.753 2.876 -3.138  0.1344
H: 1.743 2.322 -0.752  0.1209
H: 0.768 0.886 -1.038  0.0909
H: 3.072 0.311 -0.562  0.1080
H: 3.654 1.292 -1.907  0.1125
H: 2.676 -0.187 -3.540  0.1046
H: 3.644 -1.120 -2.410  0.1098
H: 1.586 -2.279 -2.995  0.1173
H: 0.593 -0.931 -2.446  0.0937
H: 0.893 -3.010 -0.903  0.1300
H: 2.487 -2.308 -0.514  0.1329
H: 1.528 -3.465 1.306  0.1055
H: 1.073 -3.871 3.671  0.1061
H: -0.741 -0.021 4.019  0.1056
H: -0.279 0.397 1.622  0.1149
H: -1.391 4.229 -1.437  0.1184
H: 0.383 4.589 -1.750  0.1235

Calculated values
* gap between HOMO and LUMO: 9.24 eV
* structure (SMILES): CCOC(=O)[C@]1(CCCCCCOc2ccc(Cl)cc2)CO1
* HOMO energy: -8.481 eV
* electronic energy: -1422.71156 Eh
* molecular weight: 326.820 g mol⁻¹
* energy above the lowest of the compared OMol25 structures with the same formula, charge and spin: 13.0 kJ/mol



Record 2
C17H23CoF5NO2P2 | ωB97M-V/def2-TZVPD

Each line ends with the Mulliken spin population.
Cartesian coordinates (Å):
Co: -0.264 -0.181 0.233  2.0653
P: 1.866 -0.665 0.394  0.0224
C: 2.124 -1.522 -1.185  0.5268
C: 1.000 -1.724 -2.003  -0.0212
N: -0.216 -1.396 -1.412  0.1171
C: -1.375 -1.701 -1.972  0.0691
C: -1.387 -2.587 -3.052  0.1754
C: -0.176 -2.993 -3.650  -0.0316
C: 1.010 -2.426 -3.235  0.2077
C: -2.622 -1.150 -1.350  -0.0087
P: -2.217 0.378 -0.382  0.0932
H: 1.964 -2.581 -3.736  0.0035
H: -2.349 -2.948 -3.408  0.0024
H: -0.189 -3.740 -4.452  0.0007
H: -3.447 -0.982 -2.043  0.0007
H: -2.953 -1.874 -0.609  0.0003
H: 3.619 0.971 -2.720  -0.0010
H: 3.137 -1.674 -1.609  -0.0202
H: 0.773 2.829 -1.814  -0.0003
O: 3.152 1.790 -2.913  0.0023
H: 2.997 1.843 -3.863  0.0001
H: 0.262 0.844 -0.311  0.0135
O: 0.320 3.364 -1.149  0.0066
H: 0.887 3.267 -0.323  -0.0035
C: -2.588 1.706 -1.599  0.0147
H: -3.621 1.598 -1.988  0.0042
H: -2.432 2.667 -1.081  -0.0001
H: -1.846 1.644 -2.415  0.0001
C: -3.449 0.526 0.909  0.0130
H: -3.215 1.409 1.511  -0.0044
H: -4.466 0.634 0.526  0.0022
H: -3.406 -0.350 1.560  -0.0049
C: 1.785 -2.273 1.311  0.0523
H: 2.738 -2.761 1.085  0.0026
H: 1.630 -2.248 2.396  0.0132
H: 0.986 -2.859 0.830  -0.0131
C: 3.281 0.336 1.035  0.0360
H: 3.090 0.692 2.068  -0.0026
H: 4.205 -0.265 1.034  0.0037
H: 3.382 1.210 0.361  -0.0062
F: -1.218 -1.321 2.607  -0.0036
C: -0.726 -0.066 2.897  -0.0272
C: -0.137 0.744 1.918  0.2708
C: 0.377 1.967 2.356  0.0806
F: 1.150 2.792 1.590  0.0167
C: 0.280 2.379 3.690  0.0244
F: 0.784 3.585 4.026  0.0024
C: -0.249 1.521 4.649  0.2165
F: -0.234 1.896 5.940  0.0417
C: -0.766 0.292 4.232  0.0419
F: -1.252 -0.595 5.117  0.0043

Calculated values
* gap between HOMO and LUMO (alpha / beta): 7.57 / 5.83 eV
* HOMO energy (alpha / beta): -14.393 / -16.202 eV
* electronic energy: -3430.84755 Eh
* molecular weight: 489.247 g mol⁻¹
* total charge: +2
* multiplicity: 5
* energy above the lowest of the compared OMol25 structures with the same formula, charge and spin: 208.8 kJ/mol



Record 3
C17H23F5MnNO3P2 | ωB97M-V/def2-TZVPD

Each line ends with the Mulliken spin population.
Cartesian coordinates (Å):
Mn: 0.215 0.572 -0.430  3.0754
P: 2.280 -0.897 0.198  0.0214
C: 2.387 -1.138 -1.581  0.6253
C: 1.164 -1.486 -2.290  -0.0497
N: -0.038 -0.995 -1.820  0.0218
C: -1.200 -1.397 -2.333  0.0295
C: -1.215 -2.349 -3.341  0.1201
C: -0.019 -2.842 -3.877  -0.0345
C: 1.183 -2.385 -3.378  0.1387
C: -2.479 -0.815 -1.757  -0.0171
P: -2.218 0.773 -0.932  -0.0309
H: 2.161 -2.707 -3.708  -0.0016
H: -2.196 -2.676 -3.718  0.0024
H: -0.019 -3.565 -4.661  0.0023
H: -3.223 -0.687 -2.560  -0.0019
H: -2.905 -1.508 -1.019  0.0062
H: 2.258 0.590 -2.007  0.0040
H: 3.365 -1.352 -2.033  -0.0159
H: 0.806 3.555 -1.141  0.0014
O: 1.669 1.269 -1.745  0.0768
H: 1.331 1.675 -2.541  0.0071
H: 0.032 2.379 1.114  -0.0109
O: 0.013 3.869 -0.707  0.0074
H: 0.285 4.462 0.052  -0.0014
C: -2.654 2.029 -2.167  0.0043
H: -3.741 2.063 -2.313  -0.0008
H: -2.296 3.013 -1.829  0.0001
H: -2.162 1.785 -3.118  -0.0006
C: -3.476 0.870 0.380  -0.0068
H: -3.214 1.700 1.059  0.0005
H: -4.477 1.051 -0.048  -0.0035
H: -3.485 -0.071 0.961  0.0013
C: 2.162 -2.563 0.724  0.0434
H: 3.150 -3.001 0.705  -0.0001
H: 1.780 -2.550 1.737  0.0012
H: 1.491 -3.127 0.090  0.0011
C: 3.845 -0.158 0.700  0.0112
H: 3.706 0.242 1.708  0.0004
H: 4.609 -0.942 0.721  -0.0019
H: 4.157 0.657 0.030  -0.0036
F: -0.367 -0.526 6.434  0.0000
C: -0.308 0.028 5.196  0.0007
C: 0.046 1.375 5.007  -0.0004
F: 0.347 2.103 6.113  -0.0001
C: 0.100 1.921 3.725  -0.0066
F: 0.467 3.234 3.605  -0.0001
C: -0.200 1.117 2.642  -0.0104
O: -0.139 1.425 1.295  -0.0342
C: -0.552 -0.200 2.825  0.0118
F: -0.844 -0.988 1.724  0.0084
C: -0.619 -0.765 4.081  0.0088
F: -0.965 -2.067 4.226  0.0002

Calculated values
* gap between HOMO and LUMO (alpha / beta): 8.46 / 6.54 eV
* HOMO energy (alpha / beta): -14.602 / -14.592 eV
* electronic energy: -3274.48579 Eh
* molecular weight: 501.251 g mol⁻¹
* total charge: +2
* multiplicity: 5
* energy above the lowest of the compared OMol25 structures with the same formula, charge and spin: 216.1 kJ/mol